[1]
32
Properties=species:S:1:pos:R:3 method="wB97M-V/def2-TZVPD" smiles="O=C(O)CC[C@H]1CC[C@@H](CC(=O)Br)[C@@H](Cl)[NH2+]1" e_above_lowest_kj_mol=395.3 total_charge=+1 e_tot_ev=-100814.8256 e_homo_ev=-13.8
O 4.66570 0.61468 0.27350
C 3.83962 -0.45660 0.38435
O 3.80559 -1.29433 1.59601
C 2.83042 -0.87606 -0.87084
C 1.90395 0.41040 -1.28660
C 0.67320 0.74466 -0.25510
C -0.62531 1.15808 -1.19644
C -1.93514 1.53084 -0.23666
C -2.17067 0.42883 0.95342
C -2.88738 -0.96704 0.48355
C -3.15238 -1.11160 -1.12714
O -3.96524 -0.36317 -1.87663
Br -2.19016 -2.61725 -2.10498
C -0.70491 0.21690 1.70599
Cl -0.93697 -0.87842 3.21976
N 0.36777 -0.34473 0.75140
H 3.42454 -0.76603 2.36703
H 2.22599 -1.85573 -0.66142
H 3.56094 -1.09166 -1.78817
H 2.63671 1.34672 -1.35635
H 1.54146 0.22573 -2.40517
H 0.99850 1.71593 0.35121
H -0.87476 0.27332 -1.95187
H -0.30681 2.10188 -1.81053
H -2.89968 1.79029 -0.85472
H -1.62449 2.54582 0.31008
H -2.88936 0.95207 1.75061
H -3.90083 -1.10134 1.05612
H -2.16155 -1.85583 0.80340
H -0.40993 1.30065 2.11073
H -0.03128 -1.21975 0.30005
H 1.19248 -0.55723 1.36542

=====

[2]
108
Properties=species:S:1:pos:R:3 method="wB97M-V/def2-TZVPD" e_above_lowest_kj_mol=0.0 e_tot_ev=-99642.9838 e_homo_ev=-8.4
H 4.18360 -0.96981 -2.59004
N 4.07278 -1.79781 -2.00011
C 2.90899 -1.81998 -1.49822
C 1.88053 -0.74741 -1.75359
C 2.51642 -2.99713 -0.61520
C 1.52710 -2.61571 0.46905
C 0.20953 -3.03025 0.32822
C -0.72252 -2.66303 1.27771
C -0.35971 -1.89423 2.37823
C 0.96487 -1.47960 2.54435
S 1.30871 -0.49955 3.97525
C 1.91773 -1.85252 1.57308
C 3.37842 -1.42468 1.68403
C 4.21839 -2.58422 1.98148
C 4.90007 -3.54133 2.21651
C -1.45173 -1.55396 3.34511
O -1.30693 -1.56477 4.54108
C -2.77012 -1.24647 2.69238
C -3.11552 -1.99697 1.57801
C -4.29647 -1.75977 0.90974
C -5.14371 -0.74367 1.33107
C -6.40820 -0.48875 0.57073
O -6.72475 0.60279 0.18561
C -7.37392 -1.67642 0.35604
F -6.75566 -2.77985 -0.09698
F -7.86447 -1.96196 1.59185
C -8.60144 -1.38662 -0.55627
F -9.45170 -0.58049 0.09525
F -9.21045 -2.57334 -0.74208
C -8.32316 -0.78911 -1.98428
F -8.43131 0.55542 -1.95132
F -9.30280 -1.24229 -2.79670
C -6.98190 -1.22387 -2.62057
O -6.82670 -2.30423 -3.08397
O -5.99701 -0.30400 -2.54903
C -4.81919 0.04278 2.45646
P -5.85242 1.42565 3.14460
C -7.57488 0.79268 3.22998
C -5.82531 2.79201 1.90596
C -3.62424 -0.23263 3.14865
C -3.23881 0.53115 4.30409
C -2.87857 1.30517 5.14562
C -2.15394 -3.05249 1.13259
O -2.51009 -4.12537 0.70964
H 2.21289 -0.07358 -2.53919
H 0.93164 -1.19320 -2.06661
H 1.68688 -0.16957 -0.84998
H 3.42512 -3.41208 -0.18927
H 2.03326 -3.71320 -1.28216
H -0.10971 -3.62201 -0.51986
H 2.41126 0.17679 3.63006
H 3.68304 -0.97062 0.73934
H 3.50178 -0.70206 2.47487
H 5.41244 -4.45482 2.40147
H -4.52399 -2.36989 0.04638
H -6.35466 0.58938 -2.65741
H -8.11195 1.48895 3.87352
H -7.54794 -0.16231 3.75446
H -8.10426 0.70838 2.28105
H -5.68817 3.71486 2.46535
H -6.70815 2.83196 1.27292
H -4.94396 2.65589 1.27705
H -2.62919 2.00877 5.90320
C -0.86042 1.95083 1.97329
C -1.40681 1.49605 0.63381
O -0.44558 0.73022 -0.09544
H 0.03346 2.56422 1.84215
H -1.60716 2.52331 2.52567
H -0.57202 1.08329 2.56778
H -1.67166 2.35259 0.01019
H -2.31241 0.89262 0.77395
H -0.23086 -0.04062 0.44489
C 5.69286 2.94833 -3.94118
C 4.45446 2.21843 -3.45557
O 4.78553 1.02678 -2.73736
H 6.29649 2.30457 -4.58278
H 5.42179 3.84247 -4.50367
H 6.31798 3.24997 -3.09719
H 3.83934 1.90348 -4.29840
H 3.84558 2.86513 -2.81736
H 5.31425 1.27494 -1.97230
C 1.24026 5.15507 -0.30976
C 1.45292 4.30012 -1.54597
O 1.36797 2.91174 -1.25200
H 1.97469 4.90281 0.45620
H 1.32874 6.21706 -0.54403
H 0.24802 4.97894 0.11352
H 2.44850 4.46713 -1.95752
H 0.72057 4.56029 -2.31845
H 0.49356 2.72212 -0.89675
C 4.51582 -2.07631 -5.82265
C 5.93278 -1.58806 -6.05016
O 5.99112 -0.16621 -6.14746
H 3.86112 -1.75516 -6.63394
H 4.47987 -3.16413 -5.75143
H 4.12578 -1.65734 -4.89215
H 6.33278 -1.97977 -6.98451
H 6.58391 -1.92096 -5.23530
H 5.65932 0.18854 -5.31529
C 8.03659 0.11575 3.41311
C 7.01961 -0.23538 2.34457
O 5.72125 0.27062 2.65908
H 7.72124 -0.27803 4.37973
H 9.01641 -0.29667 3.16951
H 8.13662 1.19951 3.51365
H 6.90692 -1.31422 2.25771
H 7.33678 0.15263 1.37078
H 5.78613 1.22830 2.72978

=====

[3]
13
Properties=species:S:1:pos:R:3 method="wB97M-V/def2-TZVPD" e_above_lowest_kj_mol=574.0 e_tot_ev=-19528.9316 e_homo_ev=-8.4
C -0.19176 -0.38385 -1.91840
C -1.10355 -0.98130 -1.34140
S -2.38221 -1.19598 -0.21539
N -1.87831 -0.30497 1.02610
C -1.06883 0.66854 1.14074
C 0.08183 1.11290 0.26136
N 1.21402 0.56347 -0.03070
N 1.68907 -0.69937 0.30190
H 0.76801 -0.10478 -2.20332
H -1.01598 1.15204 2.06582
H -0.11883 2.04650 -0.17667
H 1.44079 -0.98756 1.27535
H 2.56577 -0.88562 -0.18539

=====

[4]
15
Properties=species:S:1:pos:R:3 method="wB97M-V/def2-TZVPD" e_above_lowest_kj_mol=408.3 e_tot_ev=-7723.3420 e_homo_ev=-9.2
H 2.22782 0.25811 1.64033
N 1.90103 -0.43786 0.97482
N 2.19217 -0.42600 -0.18306
N 3.14641 0.34867 -0.65597
H 3.38639 1.09961 -0.04485
H 3.23110 0.76059 -1.65797
C -2.16886 -0.22573 1.56367
C -1.25805 0.16768 0.68334
C -1.33517 -0.20606 -0.79057
H -2.36570 -0.07436 2.61275
H -3.07167 -0.59807 1.12144
H -0.30608 0.44537 1.07358
H -0.72432 -1.01151 -1.12742
H -1.14997 0.68193 -1.30974
H -2.46410 -0.54480 -0.81342

=====

[5]
12
Properties=species:S:1:pos:R:3 method="wB97M-V/def2-TZVPD" e_above_lowest_kj_mol=253.8 e_tot_ev=-24357.4397 e_homo_ev=-8.6
C -0.15641 1.93524 -0.32994
C 0.45431 -1.88838 -0.00253
O -0.26874 1.02248 0.73838
P -1.12377 -0.32499 0.65108
S -2.81269 -0.13567 -0.34766
H -1.00985 1.71799 -1.17061
H 0.89015 2.00101 -0.72771
H -0.22200 2.95345 0.23044
H 0.34614 -1.43423 -0.96798
H 1.18653 -1.38416 0.75732
H 0.13674 -2.91135 0.23309
H -1.18846 -0.34894 1.99347

=====

[6]
26
Properties=species:S:1:pos:R:3 method="wB97M-V/def2-TZVPD" e_above_lowest_kj_mol=319.3 total_charge=+1 e_tot_ev=-24362.7979 e_homo_ev=-13.9
C -1.04835 1.78037 2.19683
C -1.25432 1.57438 0.87979
S 0.17016 1.54452 -0.19878
N -0.14351 0.36100 -1.31165
C 0.94251 0.21643 -2.29730
C 2.28377 -0.27317 -1.73329
C 3.22149 0.87032 -1.27095
H -1.52123 1.12244 2.91662
H -0.41926 2.58636 2.56351
H -2.24028 1.49694 0.43570
H 1.12967 1.05787 0.62472
H -0.37847 -0.52779 -0.86783
H 1.10988 1.13485 -2.85699
H 0.58035 -0.51618 -3.01559
H 2.09862 -0.99029 -0.93355
H 2.78926 -0.77621 -2.55373
H 3.65123 0.60586 -0.30650
H 4.05550 1.00216 -1.95285
H 2.69474 1.82297 -1.22555
C -2.37121 -1.98642 2.19398
N -2.74926 -2.04606 0.75610
O -3.89969 -2.25563 0.48578
O -1.85590 -1.88730 -0.06475
H -3.26155 -2.14825 2.78948
H -1.63461 -2.76457 2.37074
H -1.94952 -1.00463 2.37607

=====

[7]
7
Properties=species:S:1:pos:R:3 method="wB97M-V/def2-TZVPD" e_above_lowest_kj_mol=17.0 e_tot_ev=-23054.9020 e_homo_ev=-10.1
C -0.33781 -0.32058 0.82211
C 0.45548 0.15786 -0.54670
O -1.13456 -1.17141 0.76430
F -0.26591 0.25191 2.29146
I -0.53411 2.01895 -0.99399
I 0.32594 -1.32865 -2.03039
H 1.49098 0.39192 -0.30680

=====

[8]
17
Properties=species:S:1:pos:R:3 method="wB97M-V/def2-TZVPD" e_above_lowest_kj_mol=370.3 e_tot_ev=-19133.1905 e_homo_ev=-8.0
C -2.75485 -0.89005 -0.84726
C -1.81479 -0.68330 0.43263
C 2.39545 1.05244 -0.60872
N 3.10184 1.02154 0.58313
N -0.67698 0.15376 0.21092
O 1.51650 -0.61805 1.35335
S 0.86493 -0.72000 0.02943
H -3.30120 -0.02585 -1.08082
H -1.94417 -1.12916 -1.47620
H -3.37449 -1.70751 -0.58989
H -2.44269 -0.25691 1.21858
H -1.53910 -1.64672 0.87358
H 2.89474 0.84482 -1.50369
H 1.79778 1.93514 -0.64497
H 3.53733 0.20463 0.72279
H 2.55097 1.33492 1.40563
H -0.81128 1.13031 -0.07850